# C20H25N3O3S

A single C20H25N3O3S molecule in a non-equilibrium geometry (ωB97M-V with the def2-TZVPD basis set, the OMol25 dataset).

```
52
Properties=species:S:1:pos:R:3:forces:R:3:lowdin_charge:R:1
C 5.417 -0.956 -0.886 0.429 -0.608 0.281 -0.1914
C -4.453 0.132 -0.450 -0.209 -0.130 0.135 -0.1676
C 0.053 -1.708 -0.662 -0.036 0.028 0.046 0.0081
H -4.694 -0.755 -1.041 -0.007 0.178 -0.003 0.1209
C -5.255 0.120 0.861 0.046 -0.076 -0.269 -0.1233
C -0.860 -0.914 0.030 0.272 -0.114 0.123 -0.1206
C 1.400 -1.647 -0.362 -0.092 -0.079 -0.076 -0.0349
C -7.403 -1.025 0.206 -0.093 0.102 0.000 -0.0219
H -4.995 -0.778 1.424 0.064 0.007 0.018 0.1212
C -2.305 -1.039 -0.343 0.060 0.259 0.015 -0.4537
H 7.937 0.930 0.607 0.064 0.003 -0.058 0.1092
C 6.070 1.868 0.113 0.169 0.080 -0.215 -0.1936
H -10.430 0.397 -0.243 -0.083 0.033 -0.010 0.0985
O -2.773 -2.075 -0.772 -0.022 -0.277 -0.079 0.0722
O 3.787 0.296 1.997 -0.173 0.044 -0.151 -0.2879
H 3.327 0.987 -1.847 -0.009 0.062 0.150 0.1255
H 5.622 -0.678 -1.922 -0.093 -0.022 -0.003 0.1323
C 6.602 -0.631 0.026 0.079 0.164 -0.301 -0.1797
H -6.879 -1.968 0.167 0.069 -0.105 0.002 0.1163
H -1.109 0.500 1.638 -0.053 0.050 0.045 0.1135
H 2.125 -2.251 -0.884 0.028 -0.105 -0.158 0.1203
H 3.202 1.428 -0.134 -0.014 0.217 -0.224 0.1120
C -8.616 1.389 0.337 -0.371 -0.020 -0.104 -0.1459
N -7.327 1.318 0.620 0.323 0.330 0.107 0.1060
H 6.276 -0.800 1.054 0.159 -0.082 0.026 0.1020
H -4.700 1.029 -1.024 -0.011 -0.094 -0.001 0.1296
H 7.563 0.922 -1.115 0.070 0.035 -0.013 0.1104
C 1.831 -0.799 0.641 0.414 0.144 0.228 -0.2657
H -2.601 0.923 0.170 0.092 -0.114 -0.093 0.1315
H 4.684 2.984 -1.114 -0.026 -0.021 -0.102 0.1118
H 1.316 0.602 2.148 -0.022 0.095 0.093 0.1147
H -9.052 2.377 0.406 -0.125 0.033 -0.024 0.1034
C 0.938 -0.028 1.358 0.195 0.104 0.132 -0.0416
N 4.184 -0.318 -0.479 -0.359 -0.304 1.033 -0.2488
S 3.585 -0.737 1.016 -0.426 0.122 -0.410 0.6714
H -0.321 -2.369 -1.429 -0.012 -0.062 -0.046 0.1229
C -6.725 0.138 0.561 0.083 -0.226 0.104 -0.3090
H 7.408 -1.335 -0.192 -0.009 -0.068 0.064 0.1154
H 5.595 1.758 -1.986 -0.005 0.068 -0.061 0.1068
H -5.006 1.004 1.450 -0.028 -0.055 0.043 0.1135
O 4.043 -2.059 1.320 0.078 -0.193 -0.245 -0.2675
H 6.575 2.829 0.228 -0.038 -0.003 0.050 0.1089
C 3.877 1.030 -0.896 -0.302 0.545 -0.375 -0.2042
C 7.132 0.793 -0.118 -0.134 -0.098 0.249 -0.2029
H -9.307 -1.830 -0.367 -0.032 -0.058 -0.014 0.1057
C -9.379 0.290 -0.023 0.052 -0.041 0.006 -0.0705
C 5.078 1.968 -1.047 -0.115 -0.162 0.282 -0.1716
N -3.032 0.094 -0.204 -0.026 0.324 0.105 0.0655
C -0.412 -0.083 1.053 -0.059 -0.137 -0.178 -0.0136
H 5.529 1.657 1.037 0.046 0.111 0.081 0.0995
H 5.229 -2.032 -0.840 0.161 0.054 -0.209 0.1140
C -8.752 -0.945 -0.090 0.031 0.067 0.005 -0.0675
```
Positions in Å, forces in eV/Å.

Frontier orbital gap in eV: 9.524
HOMO level in eV: -9.30
Multiplicity: 1
Structure (SMILES): O=C(NCCc1ccccn1)c1ccc(S(=O)(=O)N2CCCCCC2)cc1
Total energy in Ha: -1565.308639
F_max in eV Å⁻¹: 1.14
Molecular weight in g mol⁻¹: 387.50